This record from the OMol25 dataset describes one molecule with the formula C2H8P2S. The level of theory is ωB97M-V/def2-TZVPD.

- Charge: 0
- E_tot: -31615.1021 eV
- E_LUMO: 0.6 eV
- ΔE to the lowest compared entry with this formula, charge and spin: 1.624 eV
- SMILES: CS[P@H](C)=P

Atoms and positions in Å:
C: 0.5962 0.5835 2.1659
C: -0.4475 -1.4623 -0.6855
P: -0.0930 0.6363 -2.9657
P: -0.2666 0.2772 -0.9031
S: 1.1229 0.9933 0.4704
H: -0.4909 0.5458 2.1931
H: 1.1610 1.3954 2.7511
H: 0.9485 -0.3724 2.5643
H: -0.6515 -1.9151 0.2755
H: -1.2851 -1.7060 -1.3700
H: 0.4085 -1.8257 -1.2929
H: 0.4340 2.0397 -2.8528
H: -1.4367 0.8104 -0.3506

***

This record from the OMol25 dataset describes a 10-piece molecular cluster, C34H72F12N10O26S12 overall. The level of theory is ωB97M-V/def2-TZVPD.

- Charge: -2
- E_tot: -267166.1471 eV
- E_LUMO: -4.5 eV

Atoms and positions in Å:
C: 0.2585 2.2945 1.1703
C: 0.7483 1.1808 2.1608
C: 1.6268 0.2172 1.3935
C: 2.4323 -0.7377 2.2845
C: 3.3663 0.0038 3.1229
C: 2.6348 0.9809 4.1117
N: 1.5982 1.7826 3.3302
O: 1.5650 3.2138 3.3520
C: 3.7768 1.9550 4.6132
C: 2.0539 0.2959 5.2552
C: -0.5240 0.4750 2.8023
H: 0.1518 1.9941 0.1280
H: 0.9420 3.1273 1.0052
H: -0.6693 2.7664 1.4937
H: 2.2039 0.7434 0.6332
H: 0.9955 -0.3782 0.7339
H: 2.9691 -1.4825 1.6969
H: 1.7112 -1.4020 2.7606
H: 4.0575 0.6579 2.5915
H: 4.0909 -0.6006 3.6686
H: 4.6817 1.5539 5.0697
H: 3.3571 2.6947 5.2950
H: 4.0839 2.4917 3.7155
H: 1.5905 0.9996 5.9467
H: 2.8773 -0.1574 5.8071
H: 1.3606 -0.4850 4.9425
H: -1.4373 0.5226 2.2093
H: -0.7368 0.8816 3.7910
H: -0.5328 -0.6143 2.7657
C: 3.3981 -4.0039 -9.0475
C: 3.9170 -2.8609 -8.1831
C: 5.4214 -3.2621 -7.8132
C: 6.1402 -2.1249 -7.0863
C: 6.1929 -0.9530 -8.0151
C: 4.7917 -0.3784 -8.4888
N: 3.9378 -1.5751 -8.9557
O: 2.9768 -1.4027 -9.9814
C: 5.1065 0.4810 -9.7281
C: 4.0229 0.3660 -7.3265
C: 3.0302 -2.8264 -6.8824
H: 3.6699 -5.0127 -8.7370
H: 3.6847 -3.7892 -10.0771
H: 2.3087 -3.9735 -9.0676
H: 5.9346 -3.4370 -8.7587
H: 5.4500 -4.1452 -7.1748
H: 7.1258 -2.2487 -6.6375
H: 5.5571 -1.7923 -6.2275
H: 6.7499 -1.2564 -8.9015
H: 6.6088 -0.0449 -7.5785
H: 5.8433 0.0549 -10.4090
H: 5.5692 1.4639 -9.6388
H: 4.2156 0.7099 -10.3129
H: 4.5398 1.3173 -7.1997
H: 4.2528 -0.0353 -6.3395
H: 2.9374 0.4389 -7.2597
H: 3.4563 -2.1214 -6.1686
H: 3.0177 -3.7642 -6.3270
H: 2.0092 -2.6469 -7.2190
C: -2.0909 -7.6140 2.2357
C: -3.0452 -7.9156 3.4242
C: -4.4672 -7.6185 3.0518
N: -5.3562 -8.1094 4.2779
C: -5.1212 -7.2813 5.5350
C: -5.5058 -9.5842 4.6694
C: -6.9998 -9.9202 4.8443
C: -7.7123 -8.9626 3.7928
C: -6.8328 -7.7130 3.8875
H: -2.5019 -8.2151 1.4247
H: -1.0454 -7.9185 2.2843
H: -2.1490 -6.6236 1.7842
H: -2.6778 -7.3006 4.2457
H: -2.7148 -8.9459 3.5562
H: -4.8303 -7.9519 2.0797
H: -4.5311 -6.5338 3.1383
H: -5.1997 -6.2238 5.2826
H: -4.1982 -7.5121 6.0669
H: -5.8741 -7.2783 6.3232
H: -4.8480 -9.9103 5.4751
H: -5.0707 -9.9905 3.7563
H: -7.2859 -9.6475 5.8601
H: -7.1185 -10.9864 4.6510
H: -8.7306 -8.6307 3.9950
H: -7.5305 -9.3947 2.8087
H: -7.3051 -7.0058 4.5694
H: -6.7000 -7.0457 3.0359
C: -3.9805 7.6637 -6.1085
C: -3.3693 8.7687 -7.0810
C: -3.7772 10.2451 -6.7306
N: -3.0957 11.3402 -7.5633
C: -1.6128 11.3981 -7.1380
C: -3.6982 12.6621 -7.2802
C: -3.3710 13.6063 -8.3721
C: -3.3249 12.6018 -9.5223
C: -3.2701 11.1971 -9.0795
H: -3.4902 6.6913 -6.1552
H: -5.0438 7.4251 -6.1311
H: -3.7864 7.9407 -5.0723
H: -3.7028 8.7305 -8.1181
H: -2.2823 8.7001 -7.1226
H: -3.7314 10.5441 -5.6835
H: -4.8415 10.3750 -6.9265
H: -1.6165 11.5541 -6.0592
H: -1.1988 12.3477 -7.4771
H: -1.0328 10.5620 -7.5287
H: -3.4165 12.9058 -6.2558
H: -4.7743 12.4898 -7.2607
H: -2.5213 14.2762 -8.2408
H: -4.2353 14.2657 -8.4513
H: -2.3823 12.5810 -10.0693
H: -4.0353 12.8916 -10.2966
H: -2.5044 10.5376 -9.4877
H: -4.2140 10.7804 -9.4308
N: -7.9943 2.4681 6.3707
S: -7.8259 3.5516 5.3077
O: -8.9735 4.1411 4.6203
O: -6.5644 3.3993 4.5875
F: -7.4313 4.7518 6.3129
S: -8.3292 1.2023 5.3116
O: -7.2889 0.2655 5.0433
O: -9.4192 1.3478 4.3870
F: -9.2216 0.3853 6.4397
N: 6.0905 5.1999 -0.3833
S: 7.3939 4.5578 -0.7037
O: 8.1891 4.2753 0.4938
O: 8.0938 4.9444 -1.9745
F: 6.8833 3.0738 -1.0583
S: 6.7152 6.7541 -0.3458
O: 6.1627 7.5808 -1.4201
O: 8.0107 7.0700 0.2231
F: 5.8366 7.3677 0.8150
N: -6.3978 -3.0519 -2.1165
S: -5.6026 -2.4902 -3.3109
O: -4.6888 -1.3046 -3.1077
O: -6.0221 -2.9312 -4.6662
F: -4.3589 -3.5425 -3.0244
S: -7.6248 -1.9068 -2.3933
O: -8.5518 -2.1338 -3.4616
O: -7.3303 -0.4444 -2.1786
F: -8.3648 -2.3067 -1.0364
N: -0.9346 -7.1316 11.7751
S: -1.2686 -8.5825 12.1026
O: -0.6712 -8.9607 13.4049
O: -1.5768 -9.6332 11.1548
F: -2.7180 -8.3463 12.6840
S: 0.6933 -7.5426 11.5143
O: 1.0423 -8.6505 10.6348
O: 1.6264 -7.4221 12.6552
F: 1.0871 -6.1954 10.7515
N: 4.7970 5.0367 15.0440
S: 3.4755 4.9759 15.7940
O: 2.7433 3.6551 15.9188
O: 2.6945 6.2053 15.9051
F: 4.1427 4.9535 17.2666
S: 3.9541 4.6809 13.6322
O: 2.8774 5.5174 13.1462
O: 3.9761 3.2757 13.2268
F: 5.1205 5.0958 12.5996
N: 8.9637 -8.7127 -0.5612
S: 8.4963 -8.9446 -1.9993
O: 9.5324 -9.2350 -2.9629
O: 7.2876 -8.2719 -2.4151
F: 7.8371 -10.4561 -1.7810
S: 9.2829 -7.0522 -0.5769
O: 8.4781 -6.2466 0.3277
O: 9.6624 -6.5297 -1.8888
F: 10.6655 -7.1075 0.1947